# 1
Molecular formula: C30H33F9O2PdSiTe
Method: DFT, ωB97M-V/def2-TZVPD

XYZ file:
```
77
Properties=species:S:1:pos:R:3
Pd 0.1492 -0.1661 -0.3765
C -0.0148 0.1426 -3.8306
Si -0.7120 -0.7935 -2.3598
C -0.7291 -2.5729 -2.9485
C -2.5920 -0.4112 -2.3368
C -3.2563 0.0526 -1.1997
C -4.6159 0.3357 -1.2112
C -5.3561 0.1603 -2.3723
C -4.7234 -0.3029 -3.5180
C -3.3631 -0.5825 -3.4906
H -0.3558 -0.3442 -4.7509
H 1.0776 0.1518 -3.8265
H -0.3513 1.1708 -3.8318
H -1.2564 -2.6398 -3.9070
H -1.2368 -3.2070 -2.2298
H 0.2861 -2.9533 -3.0846
H -2.6887 0.1978 -0.2855
H -5.0962 0.7026 -0.3109
H -6.4177 0.3818 -2.3849
H -5.2896 -0.4433 -4.4328
H -2.8895 -0.9432 -4.3994
Te 0.7132 -2.5704 0.4684
C -0.5191 -4.2594 -0.0197
C -1.5686 -4.5573 0.8537
C -2.3286 -5.7128 0.7124
C -2.0543 -6.6070 -0.3112
C -1.0145 -6.3311 -1.1891
C -0.2595 -5.1748 -1.0413
H -1.7869 -3.8664 1.6591
H -3.1385 -5.9113 1.4061
H -2.6403 -7.5126 -0.4216
H -0.7875 -7.0204 -1.9953
H 0.5554 -4.9865 -1.7259
F 0.5110 3.2628 -3.6606
C 1.2339 3.5614 -2.5655
F 2.4007 2.9310 -2.6827
F 1.4879 4.8888 -2.6585
C 0.4989 3.1445 -1.2265
O 0.7174 1.8870 -0.8933
C -1.0159 3.5010 -1.3911
F -1.2379 4.6782 -2.0233
F -1.6222 3.5844 -0.1954
F -1.6525 2.5645 -2.0917
C 1.0908 4.0935 -0.1112
F 2.4263 4.2043 -0.2401
F 0.8529 3.6192 1.1028
F 0.5971 5.3572 -0.1512
C 4.3742 -0.8096 1.3374
C 4.2694 0.7065 1.5432
C 3.9722 1.4061 0.2171
C 3.2873 1.0842 2.6353
C 3.7550 1.7557 3.7535
C 2.9130 2.1690 4.7795
C 1.5562 1.8963 4.6479
C 1.0305 1.2240 3.5546
C -0.4672 0.9679 3.5188
C -0.8003 -0.5229 3.6442
C -1.1186 1.5660 2.2749
C 1.8969 0.7734 2.5015
O 1.4932 0.0718 1.4957
H 5.2844 -1.0574 0.7795
H 3.5167 -1.1791 0.7775
H 4.4004 -1.3392 2.2927
H 5.2515 1.0620 1.8834
H 2.9905 1.1235 -0.1634
H 4.7274 1.1405 -0.5314
H 3.9802 2.4899 0.3404
H 4.8214 1.9625 3.8196
H 3.3003 2.6854 5.6504
H 0.8690 2.2159 5.4287
H -0.8963 1.4758 4.3931
H -0.6340 -1.0385 2.6989
H -1.8489 -0.6581 3.9338
H -0.1691 -1.0037 4.3952
H -0.6072 1.1357 1.4136
H -0.9852 2.6462 2.2373
H -2.1900 1.3465 2.2279
```

Properties
- Calculated total energy: -78853.056 eV
- Spin multiplicity: 1
- E_HOMO: -1.434 eV
- Maximum force: 1.0 eV/Å
- M: 858.7 g/mol
- Total charge: -2
- Orbital gap: 5.773 eV
- Energy relative to the best compared isomer or geometry (same formula, charge and spin): 7.1 kcal/mol

Atomic charges from the Mulliken analysis, expressed in e, are listed below: atom 1 (Pd): 0.091, atom 2 (C): -1.090, atom 3 (Si): 0.624, atom 4 (C): -1.165, atom 5 (C): 0.132, atom 6 (C): -0.159, atom 7 (C): -0.642, atom 8 (C): -0.359, atom 9 (C): -0.665, atom 10 (C): -0.155, atom 11 (H): 0.430, atom 12 (H): 0.284, atom 13 (H): 0.196, atom 14 (H): 0.388, atom 15 (H): 0.265, atom 16 (H): 0.208, atom 17 (H): 0.330, atom 18 (H): 0.374, atom 19 (H): 0.341, atom 20 (H): 0.347, atom 21 (H): 0.181, atom 22 (Te): -0.371, atom 23 (C): -0.263, atom 24 (C): -0.135, atom 25 (C): -0.627, atom 26 (C): -0.349, atom 27 (C): -0.535, atom 28 (C): -0.080, atom 29 (H): 0.354, atom 30 (H): 0.349, atom 31 (H): 0.334, atom 32 (H): 0.331, atom 33 (H): 0.289, atom 34 (F): -0.277, atom 35 (C): 0.355, atom 36 (F): -0.209, atom 37 (F): -0.308, atom 38 (C): 1.211, atom 39 (O): -0.455, atom 40 (C): -0.085, atom 41 (F): -0.329, atom 42 (F): -0.247, atom 43 (F): -0.192, atom 44 (C): 0.173, atom 45 (F): -0.297, atom 46 (F): -0.085, atom 47 (F): -0.333, atom 48 (C): -1.346, atom 49 (C): 0.400, atom 50 (C): -1.003, atom 51 (C): 0.718, atom 52 (C): -0.891, atom 53 (C): -1.123, atom 54 (C): -0.855, atom 55 (C): 0.347, atom 56 (C): 0.447, atom 57 (C): -1.312, atom 58 (C): -1.025, atom 59 (C): 0.150, atom 60 (O): 0.979, atom 61 (H): 0.473, atom 62 (H): -0.082, atom 63 (H): 0.289, atom 64 (H): 0.385, atom 65 (H): -0.145, atom 66 (H): 0.522, atom 67 (H): 0.173, atom 68 (H): 0.284, atom 69 (H): 0.320, atom 70 (H): 0.282, atom 71 (H): 0.499, atom 72 (H): -0.151, atom 73 (H): 0.443, atom 74 (H): 0.348, atom 75 (H): -0.197, atom 76 (H): 0.269, atom 77 (H): 0.624

***

# 2
Molecular formula: C30H33N3O6
Method: DFT, ωB97M-V/def2-TZVPD

XYZ file:
```
72
Properties=species:S:1:pos:R:3
C -1.7232 2.2164 5.2581
C -1.1641 1.0984 4.3919
O -0.9589 1.6299 3.0959
C -0.6422 0.7904 2.0705
C -0.2848 -0.5408 2.2590
C 0.0671 -1.3594 1.2022
C 0.0508 -0.8676 -0.0917
C 0.4603 -1.7414 -1.2518
C 1.8887 -2.2186 -1.1402
C 3.0144 -1.5262 -0.7718
O 4.1635 -2.1614 -0.6031
C 3.0323 -0.0978 -0.4440
C 3.6741 0.3057 0.7264
C 3.6609 1.6256 1.1386
C 3.0049 2.5468 0.3397
C 2.3951 2.1621 -0.8578
C 2.4019 0.8494 -1.2564
C 1.7738 3.3795 -1.4721
C 2.2205 4.4982 -0.5047
C 3.1797 5.4898 -1.1536
O 2.8843 3.8613 0.6003
C 1.9189 -3.6506 -1.2382
O 2.9170 -4.3660 -1.1780
C 0.4803 -4.1136 -1.3358
O 0.0584 -5.2467 -1.3967
N -0.2823 -2.9909 -1.3037
C -1.7200 -3.0722 -1.2387
C -2.4301 -2.5913 -2.5116
C -2.8927 -1.1308 -2.4292
N -3.9099 -0.9546 -1.4287
C -5.2279 -1.3010 -1.5384
C -5.7986 -1.0047 -0.3350
N -4.8642 -0.4918 0.5075
C -3.7505 -0.4790 -0.1707
C -0.3343 0.4478 -0.2929
C -0.6715 1.2974 0.7555
O -0.9529 2.5720 0.3634
C -1.7582 3.4361 1.1526
C -3.1959 2.9479 1.2809
H -2.6652 2.5696 4.8471
H -1.0237 3.0474 5.2913
H -1.8897 1.8510 6.2672
H -1.8743 0.2623 4.3470
H -0.2130 0.7372 4.8063
H -0.2583 -0.9487 3.2561
H 0.3538 -2.3829 1.3898
H 0.3017 -1.1913 -2.1918
H 4.0220 -3.1343 -0.7810
H 4.1714 -0.4390 1.3279
H 4.1402 1.9345 2.0529
H 1.9605 0.5521 -2.1943
H 0.6871 3.2841 -1.4939
H 2.1306 3.5622 -2.4865
H 1.3623 5.0345 -0.0844
H 3.5347 6.2012 -0.4127
H 4.0369 4.9615 -1.5658
H 2.6745 6.0298 -1.9498
H -2.0794 -2.5094 -0.3704
H -1.9338 -4.1331 -1.0810
H -1.7619 -2.7117 -3.3655
H -3.3060 -3.2181 -2.6849
H -3.2972 -0.8236 -3.3995
H -2.0563 -0.4782 -2.1729
H -5.6367 -1.7072 -2.4406
H -6.8164 -1.1242 -0.0229
H -2.8090 -0.1255 0.1995
H -0.3745 0.8682 -1.2865
H -1.3123 3.5878 2.1383
H -1.7311 4.3805 0.5999
H -3.7864 3.6951 1.8034
H -3.6298 2.7814 0.2975
H -3.2436 2.0150 1.8358
```

Properties
- Calculated total energy: -48401.233 eV
- Spin multiplicity: 1
- E_HOMO: -8.382 eV
- Maximum force: 0.8 eV/Å
- M: 531.6 g/mol
- Orbital gap: 8.127 eV
- Energy relative to the best compared isomer or geometry (same formula, charge and spin): 3.9 kcal/mol

Atomic charges from the Mulliken analysis, expressed in e, are listed below: atom 1 (C): -1.396, atom 2 (C): -0.470, atom 3 (O): -0.249, atom 4 (C): 1.195, atom 5 (C): -1.124, atom 6 (C): -0.757, atom 7 (C): 1.612, atom 8 (C): 0.108, atom 9 (C): -0.710, atom 10 (C): 0.414, atom 11 (O): -0.615, atom 12 (C): -0.015, atom 13 (C): -0.774, atom 14 (C): -1.393, atom 15 (C): 0.330, atom 16 (C): 1.427, atom 17 (C): -0.282, atom 18 (C): -1.014, atom 19 (C): 0.539, atom 20 (C): -1.610, atom 21 (O): -0.524, atom 22 (C): 0.403, atom 23 (O): -0.790, atom 24 (C): 0.440, atom 25 (O): -0.686, atom 26 (N): 0.200, atom 27 (C): -1.001, atom 28 (C): -0.843, atom 29 (C): -0.286, atom 30 (N): 0.306, atom 31 (C): -0.117, atom 32 (C): -0.868, atom 33 (N): -0.673, atom 34 (C): 0.182, atom 35 (C): -1.539, atom 36 (C): -0.105, atom 37 (O): -0.446, atom 38 (C): -0.570, atom 39 (C): -1.095, atom 40 (H): 0.293, atom 41 (H): 0.316, atom 42 (H): 0.429, atom 43 (H): 0.444, atom 44 (H): 0.338, atom 45 (H): 0.486, atom 46 (H): 0.513, atom 47 (H): 0.451, atom 48 (H): 0.476, atom 49 (H): 0.510, atom 50 (H): 0.482, atom 51 (H): 0.671, atom 52 (H): -0.055, atom 53 (H): 0.490, atom 54 (H): 0.291, atom 55 (H): 0.397, atom 56 (H): 0.367, atom 57 (H): 0.403, atom 58 (H): 0.537, atom 59 (H): 0.508, atom 60 (H): 0.453, atom 61 (H): 0.476, atom 62 (H): 0.414, atom 63 (H): -0.256, atom 64 (H): 0.431, atom 65 (H): 0.444, atom 66 (H): 0.302, atom 67 (H): 0.474, atom 68 (H): 0.314, atom 69 (H): 0.433, atom 70 (H): 0.449, atom 71 (H): 0.314, atom 72 (H): 0.196

***

# 3
Molecular formula: C30H33N6OSTc
Method: DFT, ωB97M-V/def2-TZVPD

XYZ file:
```
72
Properties=species:S:1:pos:R:3
Tc 0.1181 -1.2935 0.5136
C -2.6377 -1.4282 -1.0340
N -1.8054 -2.1827 -0.0812
C -2.5792 -2.4838 1.1524
C -1.8232 -2.2423 2.4326
C -2.2836 -2.7823 3.6273
C -1.6028 -2.5204 4.8058
C -0.4956 -1.6817 4.7612
C -0.1080 -1.1714 3.5387
N -0.7315 -1.4644 2.3899
C -1.4276 -3.4582 -0.7209
C -0.4679 -4.2061 0.1644
C -0.4870 -5.5876 0.2887
C 0.4239 -6.1971 1.1394
C 1.2918 -5.3961 1.8689
C 1.2310 -4.0272 1.6921
N 0.3923 -3.4371 0.8422
C -3.0518 -0.0830 -0.4952
C -4.0387 0.6630 -1.1316
C -4.4080 1.8768 -0.5767
C -3.8052 2.2903 0.6019
C -2.8258 1.4816 1.1613
N -2.4597 0.3378 0.6112
H -3.5350 -2.0067 -1.2875
H -2.0720 -1.2748 -1.9590
H -2.9389 -3.5169 1.1333
H -3.4598 -1.8403 1.1909
H -3.1629 -3.4080 3.6354
H -1.9378 -2.9459 5.7388
H 0.0587 -1.4381 5.6525
H 0.7223 -0.4810 3.4600
H -0.9578 -3.2451 -1.6900
H -2.3170 -4.0703 -0.9277
H -1.1982 -6.1795 -0.2670
H 0.4462 -7.2676 1.2450
H 2.0022 -5.8218 2.5572
H 1.8770 -3.3808 2.2698
H -4.5143 0.2945 -2.0277
H -5.1630 2.4848 -1.0507
H -4.0847 3.2147 1.0805
H -2.3299 1.7484 2.0825
N 1.2320 -1.4840 -1.4715
C 2.6226 -1.0092 -1.3092
C 3.1333 -1.4328 0.0608
N 2.2460 -0.8687 1.0949
H 1.2697 -2.4642 -1.7537
H 0.8288 -0.9813 -2.2626
H 2.6191 0.0799 -1.3839
H 3.2770 -1.4141 -2.0849
H 4.1653 -1.0993 0.2029
H 3.1049 -2.5236 0.1305
H 2.4061 0.1405 1.1449
H 2.5352 -1.2335 2.0018
C 3.7638 8.0623 -4.4820
C 2.7647 7.0367 -4.1908
O 2.0989 6.3342 -4.8560
S 2.6043 6.9371 -2.2637
C 1.8424 5.4482 -1.8007
C 1.8538 5.1746 -0.4160
C 1.3393 4.0019 0.0707
C 0.7779 3.0528 -0.8106
C 0.7341 3.3467 -2.1902
C 1.2556 4.5201 -2.6777
C 0.3628 1.8023 -0.3370
C 0.1009 0.6630 0.0451
H 3.9416 8.1075 -5.5566
H 4.6972 7.8552 -3.9573
H 3.4138 9.0331 -4.1238
H 2.2817 5.9016 0.2579
H 1.3678 3.7894 1.1299
H 0.2930 2.6270 -2.8655
H 1.2131 4.7244 -3.7342
```

Properties
- Calculated total energy: -55642.976 eV
- Spin multiplicity: 4
- E_HOMO (alpha / beta): -15.798 / -16.138 eV
- Maximum force: 1.3 eV/Å
- M: 623.7 g/mol
- Total charge: +3
- Orbital gap (alpha / beta): 8.330 / 5.515 eV
- Expectation value of S²: 3.79
- Energy relative to the best compared isomer or geometry (same formula, charge and spin): 5.6 kcal/mol

Atomic charges from the Mulliken analysis, expressed in e, are listed below: atom 1 (Tc): -0.213, atom 2 (C): -1.492, atom 3 (N): 1.374, atom 4 (C): -1.651, atom 5 (C): 0.765, atom 6 (C): -1.104, atom 7 (C): -0.540, atom 8 (C): -1.006, atom 9 (C): -0.600, atom 10 (N): 1.168, atom 11 (C): -1.416, atom 12 (C): 0.576, atom 13 (C): -1.052, atom 14 (C): -0.531, atom 15 (C): -1.063, atom 16 (C): -0.347, atom 17 (N): 0.718, atom 18 (C): 0.571, atom 19 (C): -1.038, atom 20 (C): -0.552, atom 21 (C): -0.900, atom 22 (C): -0.318, atom 23 (N): 0.423, atom 24 (H): 0.480, atom 25 (H): 0.506, atom 26 (H): 0.717, atom 27 (H): 0.686, atom 28 (H): 0.565, atom 29 (H): 0.493, atom 30 (H): 0.501, atom 31 (H): 0.561, atom 32 (H): 0.396, atom 33 (H): 0.712, atom 34 (H): 0.558, atom 35 (H): 0.477, atom 36 (H): 0.507, atom 37 (H): 0.459, atom 38 (H): 0.549, atom 39 (H): 0.480, atom 40 (H): 0.497, atom 41 (H): 0.462, atom 42 (N): -0.274, atom 43 (C): -0.650, atom 44 (C): -0.581, atom 45 (N): -0.290, atom 46 (H): 0.296, atom 47 (H): 0.291, atom 48 (H): 0.235, atom 49 (H): 0.503, atom 50 (H): 0.513, atom 51 (H): 0.291, atom 52 (H): 0.242, atom 53 (H): 0.292, atom 54 (C): -1.194, atom 55 (C): 0.836, atom 56 (O): -0.396, atom 57 (S): -0.146, atom 58 (C): 0.852, atom 59 (C): -0.776, atom 60 (C): -0.787, atom 61 (C): 0.390, atom 62 (C): -0.595, atom 63 (C): -0.602, atom 64 (C): 0.744, atom 65 (C): -0.729, atom 66 (H): 0.336, atom 67 (H): 0.393, atom 68 (H): 0.390, atom 69 (H): 0.443, atom 70 (H): 0.503, atom 71 (H): 0.495, atom 72 (H): 0.598